(P)
13
Properties=species:S:1:pos:R:3:mulliken_charge:R:1 method="wB97M-V/def2-TZVPD" gap_ev=9.265 lumo_energy_ev=-0.213 spin_multiplicity=1 smiles=c1nnnc2c1CC2 e_homo_ev=-9.48
H 1.68789 -1.44092 1.01887 0.2854
C 1.20620 -1.07749 0.15539 -0.5123
C -0.13206 0.59974 -0.17330 0.2913
N -2.49956 0.37261 0.23210 -0.1661
N -1.22150 -1.63122 -0.17952 -0.3440
H 1.58127 1.19819 0.86750 0.2371
C -1.30938 1.22136 0.08352 -0.2787
C -0.21526 -0.78882 0.04119 0.4796
H -1.48261 2.37980 -0.46621 0.2420
C 1.37070 0.61583 -0.03560 -0.4956
H 1.61805 -1.75638 -0.55118 0.2698
N -2.39752 -0.88579 -0.05094 -0.2780
H 1.79379 1.19309 -0.94182 0.2695

---

(Q)
13
Properties=species:S:1:pos:R:3:mulliken_charge:R:1 method="wB97M-V/def2-TZVPD" gap_ev=9.211 lumo_energy_ev=-0.010 spin_multiplicity=1 smiles=N#CCn1cccn1 e_homo_ev=-9.22
N -0.08938 0.31056 -0.23836 0.5833
H -1.89641 1.52393 0.13890 0.2105
C 1.87654 -0.03183 0.33019 -0.5416
H 2.97821 0.30589 1.00521 0.1740
C 1.83522 0.59853 -1.01756 -0.1681
C -1.79328 -0.44866 0.71293 0.1201
N -1.53389 -1.72196 1.21633 -0.4629
H -2.14338 0.29405 -1.22365 0.2641
C 0.57402 -0.32746 0.79595 -0.1962
C -1.52848 0.56827 -0.29977 -0.0764
H 0.30555 -0.81179 1.65184 0.5587
N 0.53579 0.74670 -1.41441 -0.8191
H 2.58425 1.18773 -1.64762 0.3536

---

(R)
13
Properties=species:S:1:pos:R:3:mulliken_charge:R:1 method="wB97M-V/def2-TZVPD" gap_ev=10.838 lumo_energy_ev=0.655 spin_multiplicity=1 smiles="N#C[C@H]1[C@@H]2CC=NN12" e_homo_ev=-10.18
N -0.95206 -1.51002 -0.21967 -0.4675
C -1.69355 -0.53162 0.17319 -0.0635
H 0.87569 -0.62552 1.46547 0.3943
N 3.62118 -0.21561 -0.14273 -0.4455
N 0.35124 -0.95280 -0.72124 -0.3310
C 1.06364 -0.35422 0.42612 0.2612
H -1.25834 1.42692 0.88258 0.3021
C -1.16958 0.86936 -0.00990 -0.5886
H -2.72802 -0.83142 0.50686 0.3886
H -1.71159 1.37998 -0.84235 0.3275
H 0.82604 1.17879 -1.17524 0.4158
C 2.50277 -0.32866 0.15199 -0.0857
C 0.27258 0.49482 -0.49507 -0.1078

---

Quick one: least stable of them? (Q)

---

(P)
13
Properties=species:S:1:pos:R:3:mulliken_charge:R:1 method="wB97M-V/def2-TZVPD" total_charge=+1 gap_ev=9.566 lumo_energy_ev=-5.361 spin_multiplicity=1 e_homo_ev=-14.93
C -1.69235 -0.43445 -0.39540 -0.3179
C -0.58622 -0.70475 0.55696 -0.2174
C 1.86785 -0.30751 0.17326 -0.0840
N 0.62684 0.00300 0.24283 0.1318
H -0.63877 -1.57194 1.11212 0.4446
H -2.62918 -0.99475 -0.12170 0.2844
H -0.17025 1.54272 -0.95426 0.3321
H -1.56859 -0.34963 -1.52502 0.2204
H 0.14541 1.95830 0.82400 0.3355
C -0.12929 1.18429 0.08024 -0.3712
H 2.43066 0.47388 -0.01150 0.3523
N -1.41020 0.54796 0.63337 -0.3682
H 2.25189 -1.39424 0.31481 0.2575

---

(Q)
13
Properties=species:S:1:pos:R:3:mulliken_charge:R:1 method="wB97M-V/def2-TZVPD" total_charge=+1 gap_ev="9.906 / 9.907" lumo_energy_ev="-5.598 / -5.598" spin_multiplicity=1 smiles=C1#[N+]CCNC1 e_homo_ev="-15.50 / -15.50"
C 0.20136 0.90117 0.02091 -0.5242
H -0.07232 -0.60774 -0.83222 0.3224
H 0.74324 1.35846 0.81795 0.3388
H -0.36595 -2.50812 0.61835 0.2553
N -1.62073 0.28701 1.47542 -0.1423
C 0.04702 -1.59048 1.09478 -0.2098
H 0.56548 1.33579 -0.91789 0.3876
C -1.11715 -0.82039 1.40986 0.4258
C -1.39019 1.22165 0.47763 -0.4800
H -1.47006 2.23151 0.82870 0.3219
H 0.86267 -2.04508 1.69931 0.3368
H -2.17803 1.16616 -0.27770 0.3048
N 0.47207 -0.50106 0.01443 -0.3369

---

(R)
13
Properties=species:S:1:pos:R:3:mulliken_charge:R:1 method="wB97M-V/def2-TZVPD" total_charge=+1 gap_ev=9.360 lumo_energy_ev=-5.041 spin_multiplicity=1 e_homo_ev=-14.40
N 0.35641 1.11912 0.07354 -0.1193
H -1.75396 0.58928 -0.08793 0.2999
H -0.06540 0.54428 1.98546 0.2803
H 1.06907 1.40454 -0.50268 0.2426
H -1.33542 -1.75194 -0.45674 0.3266
C 0.95708 -0.93401 1.02060 0.0361
C 0.74669 0.54893 1.32151 -0.2739
C -0.38365 -1.48711 -0.88452 -0.5288
H -0.13710 -1.85575 -1.77767 0.3566
H 1.56993 1.23420 1.61666 0.3403
H -0.81492 1.17241 -1.63807 0.3744
C -0.69266 0.73641 -0.66559 -0.4017
N 0.48393 -1.32037 -0.00457 0.0671

---

(S)
13
Properties=species:S:1:pos:R:3:mulliken_charge:R:1 method="wB97M-V/def2-TZVPD" total_charge=+1 gap_ev=9.596 lumo_energy_ev=-4.879 spin_multiplicity=1 smiles="C=C(C)[NH+]=C=N" e_homo_ev=-14.47
C -0.98945 -1.61567 -0.45546 -1.1833
C 1.60005 0.64032 0.64582 0.4376
C -0.48788 -0.24324 -0.08128 0.6596
C -0.89057 0.97075 -0.30242 -0.8639
H -0.35057 1.83569 0.02848 0.2827
H -2.04326 -1.66590 -0.81312 0.3466
H -1.01577 -2.16553 0.42799 0.4006
H -0.40693 -1.97125 -1.31308 0.3063
N 0.77052 -0.26200 0.64583 -0.1695
H 2.52981 2.51265 0.45334 0.3104
H 0.90321 -0.97779 1.28546 0.2696
H -1.54551 1.21204 -1.14062 0.2707
N 1.92635 1.72994 0.61906 -0.0673

---

Quick one: least stable of them? (R)

---

(P)
13
Properties=species:S:1:pos:R:3:mulliken_charge:R:1 method="wB97M-V/def2-TZVPD" total_charge=+1 gap_ev=7.275 lumo_energy_ev=-5.455 spin_multiplicity=1 e_homo_ev=-12.73
H -1.49030 1.51942 0.08233 0.3369
H -0.16903 -1.48268 -0.53066 0.3026
C 0.54050 0.25984 0.25912 0.0592
H 2.04276 0.41308 -1.53564 0.2443
H -1.43994 -2.55585 1.31893 0.2881
H -0.87733 -1.26731 2.48572 0.2623
H 0.96952 0.73996 1.20467 0.3382
C -0.54118 1.12224 -0.33736 -0.6205
C -0.82110 -1.66733 1.38159 -0.0676
N -0.12796 -1.14746 0.38870 -0.0434
C 0.23875 1.37079 -1.43024 -0.2227
H 0.30258 1.89273 -2.38382 0.4379
N 1.37271 0.80258 -0.90335 -0.3153

---

(Q)
13
Properties=species:S:1:pos:R:3:mulliken_charge:R:1 method="wB97M-V/def2-TZVPD" total_charge=+1 gap_ev=10.981 lumo_energy_ev=-3.986 spin_multiplicity=1 e_homo_ev=-14.97
N 1.30894 0.87391 0.22359 -0.4421
C -1.24115 -0.61345 0.24248 -0.7184
H 1.06172 1.10410 1.14155 0.2992
H 2.12359 -1.06893 -0.55338 0.3048
C -0.17489 0.84120 -0.53910 -0.0401
H -0.18774 1.37728 -1.52013 0.3485
N -0.07943 -0.58417 -0.62422 0.0421
H -1.90231 1.45528 0.76133 0.4629
H -0.09502 -1.25901 -1.49029 0.4386
C 1.24973 -0.61646 0.09280 -0.3764
C -1.30608 0.70033 0.36894 -0.1137
H -1.84488 -1.27361 0.78070 0.4508
H 1.08751 -0.93647 1.11572 0.3440

---

Quick one: least stable of them? (Q)

---

(P)
13
Properties=species:S:1:pos:R:3:mulliken_charge:R:1 method="wB97M-V/def2-TZVPD" total_charge=+1 gap_ev="7.891 / 8.688" lumo_energy_ev="-6.437 / -5.749" spin_multiplicity=1 e_homo_ev="-14.33 / -14.44"
C 1.18606 0.11484 0.29007 -0.0550
H 0.20827 1.78020 -0.66736 0.3608
N -0.37116 -0.03498 -1.47591 -0.2507
C 1.28275 0.52771 1.53802 -0.7007
H -2.27205 0.76273 -1.85665 0.4893
H -1.86382 -1.60385 0.34411 0.4001
H 1.67564 -0.80038 0.03037 0.3188
H 2.05962 0.10308 2.13572 0.2455
C -2.09826 -0.79632 -0.25551 -0.3000
C -1.90815 0.06393 -1.17261 -0.1875
H 0.70249 1.23319 1.95947 0.3226
N 0.43727 0.75894 -0.81092 0.0143
H 0.02218 -0.93627 -1.52377 0.3424

---

(Q)
13
Properties=species:S:1:pos:R:3:mulliken_charge:R:1 method="wB97M-V/def2-TZVPD" total_charge=+1 gap_ev=10.482 lumo_energy_ev=-5.255 spin_multiplicity=1 smiles="[NH2+]=C1CCC=N1" e_homo_ev=-15.74
H -2.06658 0.00019 -0.97378 0.3542
H -1.05180 -2.45634 -0.14940 0.3733
H 2.84937 -0.32505 -0.30721 0.2652
N 0.60841 -1.28733 0.18789 -0.4447
C -0.50085 1.05108 0.19634 -0.5815
H -0.38773 1.70491 -0.60431 0.3955
N 2.22618 0.32437 -0.04516 -0.2490
H -2.12116 -0.20885 0.81847 0.2674
C 0.97774 -0.00064 0.15157 0.4416
C -0.65973 -1.34800 0.02396 -0.0143
H 2.33419 1.25598 -0.42228 0.2890
C -1.46426 -0.13805 -0.07028 -0.4107
H -0.74378 1.42773 1.19418 0.3139

---

(R)
13
Properties=species:S:1:pos:R:3:mulliken_charge:R:1 method="wB97M-V/def2-TZVPD" total_charge=+1 gap_ev=9.369 lumo_energy_ev=-5.575 spin_multiplicity=1 smiles="CC(=[NH2+])C1=NC1" e_homo_ev=-14.94
H -2.42590 -0.86950 1.05831 0.2160
C -0.82373 0.10688 -0.23499 -0.1289
H -2.56648 0.91918 0.84294 0.2664
N 1.06202 1.40692 -0.06418 -0.2433
C 0.58065 0.22697 -0.26684 0.9316
H 1.66309 -1.47904 -1.18847 0.3574
C 1.31470 -1.14029 -0.20314 -1.0669
C -2.17400 0.04612 0.48709 -0.2326
H 2.04331 1.43792 -0.10025 0.2681
H 0.42993 2.13146 0.07645 0.2508
N -1.84376 -0.09131 -0.96597 -0.3652
H 0.60649 -1.87040 0.24211 0.3386
H 2.13370 -0.82492 0.31694 0.4081

---

(S)
13
Properties=species:S:1:pos:R:3:mulliken_charge:R:1 method="wB97M-V/def2-TZVPD" total_charge=+1 gap_ev=8.916 lumo_energy_ev=-4.664 spin_multiplicity=1 smiles="[H]/N=C/CC[N+]#C" e_homo_ev=-13.58
C -1.81271 0.23415 -0.09994 -0.2472
H -0.07754 1.02839 0.92634 0.3665
N 2.21788 -0.33915 -0.09222 0.0442
H 0.68412 -1.07501 -1.23339 0.2962
N -2.19889 -0.87846 0.23513 -0.4443
H 0.49216 -1.42935 0.50450 0.3068
H -3.13773 -1.05252 0.36563 0.2490
C 3.28835 -0.07112 0.23494 0.1814
H -0.24465 1.39749 -0.66946 0.3445
C -0.22062 0.48781 -0.02806 -0.5656
H 4.36196 0.05279 0.46674 0.4326
C 0.80681 -0.62803 -0.31772 -0.4137
H -2.28373 1.10174 -0.26640 0.4494

---

Quick one: least stable of them? (P)

---

(P)
18
Properties=species:S:1:pos:R:3:mulliken_charge:R:1 method="wB97M-V/def2-TZVPD" gap_ev=9.815 lumo_energy_ev=0.331 spin_multiplicity=1 e_homo_ev=-9.48
O 1.77414 -2.45818 2.41887 -0.5417
C -3.17633 2.19838 -1.78248 -0.7519
H -1.12889 -0.28576 -1.38315 0.2176
H -1.49337 0.36453 0.14024 0.1252
H 2.95104 0.50268 1.09512 0.3470
H -3.21619 3.29001 -1.96149 0.2131
H -1.15383 2.36009 -1.15376 0.3068
S 1.13310 -1.45080 1.19427 0.6383
C -1.91062 0.31372 -0.88569 -0.7064
H 3.16489 -1.80075 -0.42694 0.2845
C 2.92094 -1.42601 0.60319 -0.2039
C -1.99639 1.73355 -1.37779 -0.0032
H -3.97965 1.62594 -2.08193 0.2960
H 1.04555 -2.66753 3.03548 0.3293
O 3.42687 -0.08523 0.42158 -0.5004
H 3.49203 -1.98615 1.40812 0.2050
O 1.02443 -0.12415 1.71741 -0.5596
H -2.87771 -0.10435 -0.98106 0.3044

---

(Q)
18
Properties=species:S:1:pos:R:3:mulliken_charge:R:1 method="wB97M-V/def2-TZVPD" gap_ev=9.501 lumo_energy_ev=0.285 spin_multiplicity=1 smiles="O=C(O)CCCS.O" e_homo_ev=-9.22
H 2.50590 0.28989 0.02955 0.3215
O 2.20185 -2.12915 1.51984 -0.5897
H 1.82199 -2.68478 0.94232 0.3122
C -1.48447 0.61639 -0.03889 -0.7144
H -1.10258 1.54050 1.69618 0.3069
O 1.05123 2.43992 0.39560 -0.5077
H -1.51549 -1.84575 -2.86501 0.1254
H 1.97760 -1.33346 0.86395 0.3552
S -1.97290 -0.66226 -2.42397 -0.2660
H -0.15768 -0.01142 1.85655 0.2510
H -2.55321 0.18513 0.15104 0.4098
O 1.56259 0.25215 0.36874 -0.4493
C -0.56214 0.81769 1.12379 -0.3773
H -0.14996 0.61720 -1.75049 0.4009
H -1.75210 1.62355 -0.33110 0.3084
C 0.76244 1.32933 0.57367 0.3586
H 0.06777 -0.95213 -0.91538 0.2095
C -0.70086 -0.09278 -1.19638 -0.4551

---

Quick one: least stable of them? (P)

---

(P)
58
Properties=species:S:1:pos:R:3:mulliken_charge:R:1 method="wB97M-V/def2-TZVPD" gap_ev=8.505 lumo_energy_ev=0.666 spin_multiplicity=1 smiles="Cc1cccc(C)c1NC(=S)N(CCN1CCCCCC1)Cc1ccco1" e_homo_ev=-7.84
H -1.83237 -0.08180 -0.22523 -0.3084
C 3.37685 -0.86780 -2.18042 -0.6782
C 0.27107 0.33540 5.74140 -0.8128
N 0.38328 1.69000 0.17207 0.4577
H -3.84326 -0.98191 -1.21781 0.4699
H 1.77202 -2.23994 2.00588 0.2259
C 2.37193 0.61237 -0.85453 1.0494
H -2.85010 -0.73448 -5.31350 0.4442
N -0.60392 -0.06454 -1.89166 0.9635
H -3.40339 0.52394 -2.01182 0.2060
H 0.76630 2.86063 5.27715 0.4642
H -0.51038 0.32582 -4.84674 0.2367
H 0.09382 -1.93288 1.55360 0.0858
H 1.90941 2.66796 -0.82080 0.3959
H 0.85599 -0.66823 -3.21820 0.0102
C -1.75074 -0.59576 -1.18453 -0.4160
H 0.30044 -2.94482 4.95351 0.3787
H -0.34319 3.21986 -1.04128 0.4792
C 2.94576 -1.47557 -1.04554 -0.5654
H -0.33464 -1.88944 -2.77862 0.5382
H -2.72035 -2.22107 -3.16367 0.3202
C 0.19877 -1.03403 5.90966 -0.7979
H 3.89043 -1.32271 -3.00204 0.4841
C 0.58426 -1.35496 3.55717 0.8789
H -0.66832 -1.41249 -5.04302 0.5146
H -1.55183 2.13818 -0.33086 0.4723
H 0.48961 -3.27888 2.63062 0.4548
H 1.39626 2.63938 3.63376 0.2669
H 0.35977 1.57078 -2.65481 0.4575
C 0.59370 2.37420 4.32067 -1.4998
C 1.78892 1.80469 -0.16048 -1.6760
H -0.33965 2.75287 3.90337 0.3129
C 0.64982 0.03174 3.40067 -0.0733
C -0.56720 2.17348 -0.79991 -2.0659
H 1.63036 0.06471 1.59739 0.1930
H 2.34787 2.00221 0.76370 0.4418
H -4.20411 -1.34585 -3.52790 0.4121
H 0.01643 -1.44936 6.88969 0.3882
H 3.00056 -2.49102 -0.70752 0.5408
C 0.74251 -2.25501 2.36774 -1.0621
H -1.52385 -1.64593 -0.97044 0.5845
H -2.71777 0.62711 -4.21745 0.2447
C -2.45418 -0.42621 -4.34243 -0.7416
C 0.50484 0.89057 4.49057 0.9871
S -1.57475 1.39661 1.93139 -0.3456
H 3.18284 1.27472 -2.76802 0.5227
C -0.92793 -0.57501 -4.39103 -0.7299
N 0.91736 0.56342 2.11424 0.2271
C -3.11224 -0.52134 -1.88600 -0.7336
C -0.02529 1.19988 1.37033 0.6376
C 3.00226 0.49389 -2.05755 -0.7805
C 0.36004 -1.87396 4.82246 -0.8950
H 0.14861 0.98996 6.59192 0.4076
C -3.15584 -1.22306 -3.24282 -0.8601
O 2.34557 -0.58811 -0.23327 -0.2047
C -0.56469 1.36556 -2.10633 -0.6149
C -0.21472 -0.83804 -3.04890 -0.8543
H -1.40299 1.74429 -2.71384 0.5613

---

(Q)
58
Properties=species:S:1:pos:R:3:mulliken_charge:R:1 method="wB97M-V/def2-TZVPD" gap_ev=8.506 lumo_energy_ev=0.634 spin_multiplicity=1 smiles="Cc1cccc(C)c1NC(=S)N(CCN1CCCCCC1)Cc1ccco1" e_homo_ev=-7.87
H -1.45422 -1.64606 -5.30512 0.3309
H -3.76395 -4.80545 -3.63622 0.3479
O -0.84852 3.54392 -0.33637 -0.3442
C 0.85542 1.86145 -0.83508 -1.0960
H 1.94367 1.75814 -0.76843 0.3093
H -1.79468 -4.53185 -2.13257 0.2884
C -2.27023 -2.55553 -1.44540 -0.6124
C 3.60818 -0.64484 4.26330 -0.8059
H -1.72182 -0.11944 -3.57707 0.3847
N 1.61694 1.06451 1.66665 0.2497
C -0.96429 4.75437 0.23199 -0.6773
H 1.48104 3.51939 3.24089 0.2815
H -1.54947 -0.31305 -0.03045 0.4878
H 0.82378 3.18641 4.84278 0.4052
H -1.41996 -3.75943 -4.26415 0.2952
C 3.36367 0.16466 5.35558 -0.7858
H 0.56882 1.79133 -1.88750 0.5082
C 1.17798 4.19719 0.30088 -0.6101
S 0.00894 -1.02882 1.78028 -0.2991
C 1.03088 2.74885 3.86993 -1.2968
C 2.53971 1.26855 5.22732 -0.9262
H -3.21114 -0.85256 -2.98077 0.3637
H 1.63574 2.05197 1.44807 -0.3154
C 3.03803 -0.37146 3.02699 1.0236
H 2.50608 -1.94231 1.69529 0.2956
N 0.19986 0.77316 -0.13337 0.3707
H -1.70743 -2.73967 -0.52807 0.3084
C 0.24862 5.21121 0.64121 -0.2727
H 2.23816 4.21873 0.45901 0.5814
C -2.68343 -3.90659 -2.03059 -0.8785
H 0.19835 -1.71048 -1.10681 0.3742
C 2.19241 0.73317 2.91781 -0.0374
N -1.43679 -1.79557 -2.35874 0.5942
H -1.94655 5.17907 0.28563 0.4888
C -0.40028 -1.02920 -1.71716 -0.9632
C -0.89861 0.11085 -0.79804 -1.3298
H -3.35248 -4.39020 -1.31501 0.3908
H 2.34764 1.90192 6.08123 0.3634
H -4.22418 -3.13315 -3.33561 0.3312
H -3.17959 -1.99250 -1.17291 0.3284
H 0.24972 -0.61519 -2.49485 0.4014
H -1.46224 0.85433 -1.36646 0.4102
H 3.43403 -0.65115 0.94104 0.2915
H 3.81653 -0.06216 6.30923 0.3883
H 0.46062 6.14280 1.12332 0.4574
C 0.45625 3.20199 -0.29524 0.6247
C 1.94308 1.56550 4.01252 1.0124
C -3.37349 -3.81492 -3.38997 -0.7003
H -3.20718 -1.49653 -5.20778 0.3563
H -2.72399 -3.80705 -5.44836 0.3643
H 4.24017 -1.81550 2.01022 0.4769
C 0.63627 0.33081 1.07184 0.6288
C -2.20242 -1.07745 -3.35938 -0.7203
H 4.25699 -1.50263 4.36302 0.4115
C -2.32269 -1.85817 -4.67821 -0.8867
C -2.41298 -3.37267 -4.49521 -0.6970
H 0.08534 2.45175 3.41659 0.2835
C 3.32967 -1.24443 1.84829 -1.5553

---

Quick one: least stable of them? (Q)